1.
Formula: C32H46Cl2O4P4Sn
Source: OMol25
Level of theory: ωB97M-V/def2-TZVPD

Structure (XYZ):
```
89
Properties=species:S:1:pos:R:3:forces:R:3
P -1.811 -0.288 -1.909 0.08 0.05 2.64
C -3.542 0.094 -2.101 -0.50 0.15 -0.36
C -3.966 0.931 -3.149 -0.09 -0.24 0.18
H -3.226 1.427 -3.780 -0.28 -0.14 0.10
C -5.329 1.105 -3.382 0.01 -0.02 0.12
H -5.652 1.742 -4.205 0.03 -0.18 0.25
C -6.268 0.461 -2.568 0.30 -0.02 0.00
H -7.332 0.595 -2.760 0.29 -0.05 0.07
C -5.845 -0.352 -1.510 0.12 0.04 0.02
H -6.576 -0.851 -0.873 0.19 0.17 -0.19
C -4.484 -0.536 -1.266 0.11 0.19 -0.29
H -4.140 -1.168 -0.446 -0.20 0.07 -0.18
C -0.810 0.937 -2.752 0.34 0.19 -0.48
C -0.952 2.293 -2.398 0.17 -0.19 -0.05
H -1.740 2.596 -1.704 0.29 -0.11 -0.18
C -0.094 3.244 -2.947 -0.19 -0.06 0.06
H -0.192 4.290 -2.650 0.02 -0.31 -0.17
C 0.868 2.860 -3.886 0.05 -0.12 0.05
H 1.524 3.611 -4.331 -0.21 -0.22 0.13
C 0.983 1.522 -4.268 0.10 0.02 -0.05
H 1.718 1.221 -5.017 -0.23 0.15 0.22
C 0.157 0.554 -3.700 -0.33 0.11 0.27
H 0.237 -0.492 -4.006 0.05 0.33 0.11
C -1.453 -1.943 -2.492 -0.13 -0.49 -0.39
C -1.922 -2.293 -3.772 0.22 -0.03 0.10
H -2.513 -1.573 -4.345 0.19 -0.25 0.10
C -1.631 -3.549 -4.299 -0.01 0.09 0.12
H -1.987 -3.805 -5.297 0.11 0.01 0.29
C -0.887 -4.466 -3.550 0.03 0.15 0.09
H -0.648 -5.443 -3.973 -0.08 0.28 0.14
C -0.462 -4.141 -2.258 -0.11 0.14 -0.10
H 0.100 -4.860 -1.662 -0.24 0.13 -0.22
C -0.760 -2.889 -1.714 -0.13 0.17 -0.11
H -0.497 -2.665 -0.676 0.03 -0.04 -0.31
Sn -0.229 0.245 2.459 1.99 0.56 2.27
C 1.964 0.708 2.039 0.34 0.12 0.68
C 2.350 0.709 0.767 0.13 -0.09 -0.10
H 2.617 0.892 2.900 0.13 0.09 -0.45
C 1.320 0.313 -0.293 -0.16 -0.37 -0.86
O 1.775 -0.952 -0.850 -0.37 0.49 -0.15
H 1.064 -1.367 -1.378 0.39 0.34 0.27
C -0.011 0.153 0.328 -0.88 -0.23 1.57
H 1.241 1.080 -1.090 0.19 -0.28 0.18
C -1.254 -0.131 0.125 -1.12 -0.38 -5.19
Cl 0.495 0.474 4.842 -0.30 -0.05 -0.16
Cl -2.515 -0.371 3.146 0.41 0.25 -0.38
P -0.813 2.785 2.618 -0.05 -0.19 0.25
C -1.410 3.275 4.259 -0.09 0.08 -0.02
H -0.569 3.322 4.962 -0.23 -0.07 -0.21
H -2.131 2.531 4.622 0.17 0.18 -0.08
H -1.896 4.258 4.179 0.14 -0.24 0.10
C 0.613 3.850 2.262 0.08 0.15 -0.08
H 0.972 3.671 1.239 -0.12 0.04 0.24
H 1.427 3.620 2.962 -0.25 0.08 -0.13
H 0.317 4.904 2.368 0.15 -0.26 -0.03
C -2.105 3.255 1.438 -0.20 0.22 -0.06
H -2.892 2.490 1.430 0.15 0.21 0.04
H -1.685 3.351 0.427 -0.10 -0.02 0.31
H -2.533 4.218 1.755 0.04 -0.25 -0.25
P 4.038 1.025 0.150 -1.66 -0.54 0.53
C 4.996 1.691 1.498 0.43 0.22 0.01
C 3.880 2.190 -1.204 0.37 0.24 -0.15
H 4.891 1.054 2.386 0.03 0.12 -0.28
H 4.664 2.710 1.737 0.06 -0.30 -0.06
H 6.050 1.718 1.189 -0.20 0.04 0.18
H 3.253 1.773 -2.004 0.18 0.01 0.22
H 4.881 2.404 -1.601 -0.26 0.04 -0.03
H 3.427 3.122 -0.841 0.14 -0.24 -0.06
C 4.725 -0.521 -0.435 0.44 -0.05 -0.15
H 4.663 -1.274 0.361 0.01 0.24 -0.14
H 5.776 -0.362 -0.710 -0.18 -0.13 0.01
H 4.151 -0.873 -1.300 0.15 0.14 0.26
H -2.098 -0.278 0.792 -0.06 0.03 -0.19
C -1.349 -3.487 4.253 -0.39 0.02 0.11
O 0.045 -3.268 3.939 0.49 0.48 -0.56
P 0.638 -2.247 2.854 0.04 -0.95 0.15
O 2.188 -2.165 3.296 -1.13 -0.19 -0.49
C 2.568 -2.287 4.684 0.36 -0.02 0.56
O 0.662 -3.023 1.423 0.45 0.68 0.85
C 1.804 -3.798 0.984 -0.10 -0.25 0.01
H -2.009 -3.266 3.404 0.30 -0.08 0.18
H -1.632 -2.850 5.100 0.14 -0.15 -0.26
H -1.442 -4.542 4.534 0.07 0.31 -0.11
H 3.510 -1.740 4.781 -0.18 -0.17 -0.01
H 1.833 -1.834 5.362 0.18 -0.21 -0.36
H 2.721 -3.346 4.924 -0.08 0.31 -0.05
H 2.612 -3.130 0.661 -0.26 -0.18 0.16
H 2.139 -4.471 1.783 -0.04 0.19 -0.31
H 1.438 -4.377 0.130 0.22 0.06 0.23
```
Forces are in eV/Å.

Properties
- 2S+1: 1
- Charge: +2
- ΔE to the lowest compared entry with this formula, charge and spin: 0.000 eV
- HOMO level: -0.47647 hartree
- Largest force on an atom: 0.10360 hartree/bohr
- LUMO level: -4.9 eV
- Gap between HOMO and LUMO: 0.298 Ha
- DFT total energy: -4047.572806 hartree

Table of Mulliken atomic charges, one value per atom, all in e: number 1, P, carries 1.76; number 2, C, carries 0.57; number 3, C, carries -0.09; number 4, H, carries 0.39; number 5, C, carries -0.71; number 6, H, carries 0.44; number 7, C, carries -0.49; number 8, H, carries 0.41; number 9, C, carries -0.78; number 10, H, carries 0.42; number 11, C, carries -0.79; number 12, H, carries 0.42; number 13, C, carries 0.03; number 14, C, carries -0.13; number 15, H, carries 0.65; number 16, C, carries -0.91; number 17, H, carries 0.46; number 18, C, carries -0.62; number 19, H, carries 0.46; number 20, C, carries -0.79; number 21, H, carries 0.46; number 22, C, carries -0.54; number 23, H, carries 0.38; number 24, C, carries 0.20; number 25, C, carries -0.43; number 26, H, carries 0.48; number 27, C, carries -0.64; number 28, H, carries 0.42; number 29, C, carries -0.74; number 30, H, carries 0.42; number 31, C, carries -0.80; number 32, H, carries 0.35; number 33, C, carries -0.17; number 34, H, carries 0.72; number 35, Sn, carries 1.12; number 36, C, carries -0.88; number 37, C, carries 0.18; number 38, H, carries 0.28; number 39, C, carries 1.37; number 40, O, carries -0.83; number 41, H, carries 0.34; number 42, C, carries 0.37; number 43, H, carries -0.71; number 44, C, carries -1.07; number 45, Cl, carries -0.47; number 46, Cl, carries -0.46; number 47, P, carries 0.98; number 48, C, carries -1.26; number 49, H, carries 0.37; number 50, H, carries 0.32; number 51, H, carries 0.49; number 52, C, carries -1.14; number 53, H, carries 0.15; number 54, H, carries 0.32; number 55, H, carries 0.49; number 56, C, carries -1.05; number 57, H, carries 0.32; number 58, H, carries 0.05; number 59, H, carries 0.57; number 60, P, carries 1.38; number 61, C, carries -1.26; number 62, C, carries -1.16; number 63, H, carries 0.42; number 64, H, carries 0.39; number 65, H, carries 0.44; number 66, H, carries 0.22; number 67, H, carries 0.50; number 68, H, carries 0.38; number 69, C, carries -1.23; number 70, H, carries 0.35; number 71, H, carries 0.51; number 72, H, carries 0.33; number 73, H, carries -0.21; number 74, C, carries -0.65; number 75, O, carries -0.31; number 76, P, carries 0.46; number 77, O, carries -0.17; number 78, C, carries -0.82; number 79, O, carries -0.06; number 80, C, carries -0.46; number 81, H, carries 0.28; number 82, H, carries 0.28; number 83, H, carries 0.26; number 84, H, carries 0.23; number 85, H, carries 0.36; number 86, H, carries 0.32; number 87, H, carries 0.07; number 88, H, carries 0.38; number 89, H, carries 0.11

2.
Formula: C3H4N2O
Source: OMol25
Level of theory: ωB97M-V/def2-TZVPD

Structure (XYZ):
```
10
Properties=species:S:1:pos:R:3:forces:R:3
N 1.927 -0.214 -0.371 -0.58 -0.09 0.11
C 0.673 0.287 -0.043 -1.50 -0.64 0.04
N 0.318 1.450 0.283 0.47 -0.42 -0.15
O -0.858 1.792 0.564 -0.96 -1.70 -0.24
C -1.889 0.067 0.330 1.70 1.19 -0.04
C -0.968 -0.737 -0.018 1.47 1.50 0.14
H 2.306 -0.883 0.291 -0.13 0.17 -0.09
H 2.017 -0.552 -1.322 -0.09 0.11 0.17
H -2.820 0.541 0.592 0.15 -0.53 -0.14
H -0.706 -1.753 -0.305 -0.53 0.40 0.19
```
Forces are in eV/Å.

Properties
- 2S+1: 1
- ΔE to the lowest compared entry with this formula, charge and spin: 5.713 eV
- HOMO level: -0.34225 hartree
- Largest force on an atom: 0.04090 hartree/bohr
- LUMO level: 0.7 eV
- Gap between HOMO and LUMO: 0.366 Ha
- DFT total energy: -301.277268 hartree

Table of Mulliken atomic charges, one value per atom, all in e: number 1, N, carries -0.45; number 2, C, carries 0.22; number 3, N, carries 0.01; number 4, O, carries -0.40; number 5, C, carries -0.25; number 6, C, carries -0.45; number 7, H, carries 0.27; number 8, H, carries 0.27; number 9, H, carries 0.44; number 10, H, carries 0.34

3.
Formula: C5H7NO2
Source: OMol25
Level of theory: ωB97M-V/def2-TZVPD

Structure (XYZ):
```
15
Properties=species:S:1:pos:R:3:forces:R:3
C 3.152 -0.525 -0.059 -1.39 -0.05 -0.21
C 2.104 0.082 -0.059 1.61 1.65 0.38
O 1.342 1.172 0.039 1.27 -0.29 0.31
C 0.023 0.898 0.309 -0.74 -4.29 -1.28
N -0.769 1.971 -0.024 -0.24 0.03 -0.27
O -0.329 0.099 1.344 -0.12 0.42 1.14
C -0.282 -0.724 0.134 -1.41 2.09 0.28
C -1.618 -1.145 -0.414 0.05 0.06 0.12
H 3.873 -1.288 -0.164 0.36 -0.17 0.00
H -0.297 2.861 -0.083 -0.19 -0.12 -0.02
H -1.702 1.941 0.359 0.31 0.26 0.14
H 0.378 -1.566 0.323 0.49 0.41 -0.54
H -1.484 -1.469 -1.446 -0.04 -0.08 -0.03
H -2.044 -1.973 0.159 0.01 -0.02 -0.01
H -2.346 -0.335 -0.416 0.04 0.10 -0.01
```
Forces are in eV/Å.

Properties
- 2S+1: 1
- ΔE to the lowest compared entry with this formula, charge and spin: 4.737 eV
- HOMO level: -0.32667 hartree
- Largest force on an atom: 0.08826 hartree/bohr
- LUMO level: 1.0 eV
- Gap between HOMO and LUMO: 0.362 Ha
- DFT total energy: -399.791500 hartree

Table of Mulliken atomic charges, one value per atom, all in e: number 1, C, carries -0.21; number 2, C, carries -0.20; number 3, O, carries -0.40; number 4, C, carries 0.90; number 5, N, carries -0.47; number 6, O, carries -0.46; number 7, C, carries -0.18; number 8, C, carries -1.21; number 9, H, carries 0.42; number 10, H, carries 0.24; number 11, H, carries 0.24; number 12, H, carries 0.43; number 13, H, carries 0.29; number 14, H, carries 0.29; number 15, H, carries 0.31